Formula: C64H160F24N8O8P4
Source: the Open Molecules 2025 dataset
Level of theory: ωB97M-V/def2-TZVPD

```
268
Properties=species:S:1:pos:R:3:lowdin_spin:R:1
P 0.4762 -1.8973 -5.9865 0.000
P 0.9369 -6.3022 -1.0414 0.000
P 6.3958 -3.1170 -0.8230 0.000
P -1.4616 3.2283 -0.7143 0.000
F -0.2893 -2.1265 -7.3809 0.000
F -1.7429 1.9193 0.1678 0.000
F -1.0830 4.5952 -1.5700 0.000
F -0.9353 -1.8196 -5.2140 0.000
F 5.6123 -3.5267 0.5445 0.008
F 0.5813 -5.9605 0.4763 0.000
F 0.3740 -0.2633 -6.2807 0.000
F -1.6760 4.1580 0.6049 0.000
F 1.7352 -7.6346 -0.5489 0.000
F 7.0801 -2.6013 -2.2383 0.000
F 2.2449 -5.3923 -0.8821 0.002
F -1.2484 2.3171 -2.0187 0.000
F 0.0886 -4.9204 -1.4609 0.000
F -3.0516 3.5197 -1.1079 0.000
F 6.0334 -1.5309 -0.6919 0.001
F 1.4054 -6.5608 -2.5774 0.000
F 6.7733 -4.6117 -1.0979 0.000
F 1.8780 -1.9731 -6.7815 0.000
F -0.3966 -7.1802 -1.3202 0.000
F 7.8326 -2.9296 -0.1199 0.000
F 4.9672 -3.1757 -1.5667 0.000
F 0.4888 -3.5245 -5.8583 0.000
F 0.0568 3.1177 -0.3106 0.000
F 1.3577 -1.8264 -4.5746 0.000
O 4.4203 -7.1684 2.0544 0.592
O -4.6875 -0.7683 1.4057 0.000
O 3.9592 2.1760 0.2776 0.000
O -3.5156 3.7678 -5.7206 0.000
O 3.8050 1.3690 4.2368 0.000
O -4.2130 -4.8867 0.6055 0.000
O 2.7449 -1.6871 1.7918 0.001
O 0.0261 4.5534 -5.6976 0.000
N -2.9511 -0.0707 3.9793 0.000
N 4.0243 1.9273 7.2518 0.000
N -4.0596 0.6997 -5.6376 0.000
N 1.1988 7.3881 -6.1507 0.000
N 2.3097 -6.6037 3.9418 0.000
N -7.4125 -4.9759 0.5508 0.000
N 0.9460 -1.0845 -0.8399 0.000
N 3.3268 5.3082 0.5329 0.000
C -3.5918 1.1956 -8.2276 0.000
C -1.4953 2.1782 4.1560 0.000
C 4.8216 -6.3812 3.1379 0.057
C 5.2884 1.0108 7.2096 0.000
C 1.5368 -6.8752 5.3456 0.000
C 4.5572 0.9323 0.3973 0.000
C -3.9104 4.6741 -6.7137 0.000
C -7.8680 -5.5188 -2.0603 0.000
C 4.0358 3.0183 6.1286 0.000
C 2.3652 4.6435 1.5172 0.000
C -4.5431 -0.4671 3.8341 0.000
C 0.3700 7.0008 -7.3684 0.000
C 4.0717 2.7126 8.6116 0.000
C 3.8473 -6.6987 4.2881 0.006
C 2.5683 1.7364 3.5558 0.000
C 1.7922 -7.7167 2.9595 0.002
C 1.3689 8.9548 -6.1281 0.000
C -2.4477 -0.5416 5.3455 0.000
C 3.5513 7.1881 -5.0246 0.000
C 2.6556 5.4080 -0.8389 0.000
C 1.0542 5.3691 1.8438 0.000
C 0.5592 -0.0104 0.1983 0.000
C 4.9583 -6.7934 0.8443 0.149
C -3.0265 0.9753 -6.7879 0.000
C 2.0077 -5.2279 3.3073 0.000
C 4.6669 4.5028 0.2865 0.000
C 6.6654 1.7359 7.3589 0.000
C 2.7476 -2.4050 0.5933 0.000
C -1.5245 -1.9799 -1.0431 0.000
C 2.7824 0.9931 7.1176 0.000
C -7.4517 -6.4621 0.7893 0.000
C -2.1394 -2.1389 2.6607 0.000
C -3.1656 0.7185 -4.3215 0.000
C -6.4485 -4.3321 1.5501 0.000
C -5.0973 1.8263 -5.6055 0.000
C -9.0675 -2.8697 0.2827 0.000
C 4.5096 6.8879 2.1216 0.000
C 3.6932 6.7593 0.8548 0.000
C 0.5145 -4.7197 3.1582 0.000
C 0.3596 6.9291 -4.9235 0.000
C 0.3782 5.4046 -4.6136 0.000
C 1.4045 1.5485 7.4592 0.000
C -4.6131 3.2342 -5.0622 0.000
C 0.1313 3.1111 -5.3841 0.000
C -2.8653 1.5017 4.0318 0.000
C 4.6501 3.1643 -0.4606 0.000
C -5.2368 -0.0300 2.5117 0.000
C 1.3819 -2.4120 -0.1789 0.000
C -5.0360 -4.9322 1.7678 0.000
C 1.7106 0.6360 -2.6346 0.000
C -2.0375 -0.6718 2.8473 0.000
C 3.8651 -1.8782 2.5941 0.000
C 1.7075 -8.2196 6.0433 0.000
C 2.6286 6.6821 -6.1735 0.000
C -7.0596 -4.6774 -0.9561 0.000
C -3.9477 0.3649 -3.0637 0.000
C 4.5564 2.4947 4.7411 0.000
C -3.0812 -5.7252 0.5334 0.000
C -5.2207 -0.5306 0.1521 0.000
C -0.3095 -1.3095 -1.6964 0.000
C -8.8714 -4.3292 0.7312 0.000
C 0.7093 7.7759 -8.6837 0.000
C -4.8384 -0.5918 -5.9926 0.000
C 2.0763 -0.5258 -1.6819 0.000
H 4.7361 3.8332 6.3120 0.000
H -8.8697 -5.1287 -2.2404 0.000
H -0.6908 7.1907 -5.0517 0.000
H 3.8386 -1.2800 3.5049 0.000
H -9.9600 -2.3521 0.6343 0.000
H -1.4001 -3.0114 -0.7135 0.000
H 4.5514 3.3283 4.0389 0.000
H -5.8752 1.4101 -4.9654 0.000
H -9.6172 -4.8819 0.1599 0.000
H 5.1400 0.3712 6.3396 0.000
H -0.0568 -1.9282 -2.5575 0.000
H -0.5511 2.7981 -4.5938 0.000
H 2.7996 7.3789 0.7793 0.000
H 0.1606 -4.4733 4.1593 0.000
H -0.2783 -0.4577 0.7337 0.000
H 2.1588 3.6696 1.0732 0.000
H -1.0185 -0.4303 3.1496 0.000
H 0.4090 9.3886 -6.4086 0.000
H -4.9547 0.4056 -0.3387 0.000
H 3.8281 0.3463 0.9570 0.000
H 2.7591 -8.4570 6.2039 0.000
H 1.7704 7.6662 -8.9073 0.000
H 2.9905 0.2337 7.8713 0.000
H -6.3335 -3.3208 1.1601 0.000
H 0.6698 -2.8259 0.5350 0.000
H 1.1761 2.2475 6.6546 0.000
H -1.6407 -2.4213 1.7336 0.000
H 1.2321 6.3210 2.3442 0.000
H -7.0360 -3.5881 -0.9871 0.000
H 4.2090 3.1168 -1.4562 0.000
H -4.8101 -1.3490 -0.4394 0.000
H 2.7012 1.8948 2.4856 0.000
H -0.2514 5.2931 -3.7309 0.000
H 0.7085 8.8552 -8.5317 0.000
H 4.6933 -1.3318 2.1428 0.000
H 3.7733 6.8230 2.9226 0.000
H -3.0177 -0.0656 6.1434 0.000
H 4.5588 6.7829 -5.1188 0.000
H 6.0468 -6.7538 0.8022 0.044
H -4.5875 4.2448 -7.4522 0.000
H 3.4829 -1.9750 -0.0868 0.000
H 0.8261 0.6248 7.4433 0.000
H 2.5629 -4.4517 3.8340 0.000
H -4.7954 1.0432 -2.9667 0.000
H -6.3078 -0.1443 2.6788 0.000
H -2.1833 -1.4614 -0.3465 0.000
H 2.7160 0.5393 6.1288 0.000
H 1.8409 -7.3250 1.9435 0.001
H 6.9303 2.3289 6.4835 0.000
H 1.1239 0.2518 -3.4691 0.000
H 6.7887 2.3257 8.2671 0.000
H 1.9515 0.8388 3.5991 0.000
H -2.6609 1.6811 -4.2398 0.000
H -0.8923 1.8695 5.0099 0.000
H 4.1443 2.0343 9.4618 0.000
H 3.0126 3.3727 6.0039 0.000
H 1.9345 2.5348 3.9417 0.000
H 1.0879 2.7723 -4.9861 0.000
H -9.0508 -4.4230 1.8023 0.000
H -3.4191 1.8270 3.1511 0.000
H 1.1572 1.4194 -2.1168 0.000
H 3.0513 6.8260 -7.1679 0.000
H 3.1067 3.2117 8.6996 0.000
H 0.3657 4.8693 2.5252 0.000
H 2.5436 -1.3032 -2.2863 0.000
H -4.9969 0.1068 4.6421 0.000
H 0.5214 -6.6659 5.0091 0.000
H -5.4137 -0.9171 -5.1258 0.000
H 5.6712 2.8198 -0.6243 0.000
H 4.5545 -5.8169 0.5770 0.080
H 3.1179 7.0946 -4.0289 0.000
H 2.5258 -8.4893 3.1897 0.000
H 3.7038 8.2643 -5.1071 0.000
H 3.3817 5.6987 -1.5982 0.000
H -2.4707 -0.0970 -4.5217 0.000
H 7.4020 0.9340 7.3097 0.000
H 1.6957 5.9234 -0.8694 0.000
H -2.2528 -0.1525 1.9135 0.000
H 0.2017 7.4051 -9.5742 0.000
H 0.2907 0.8535 -0.4097 0.000
H 5.2725 0.5189 8.1822 0.000
H 5.3973 5.1826 -0.1522 0.000
H -1.3865 -0.3361 5.4855 0.000
H -3.1216 -2.6084 2.6069 0.000
H -3.2052 0.4913 -2.2757 0.000
H 1.3049 -9.0422 5.4521 0.000
H 4.0886 -7.6495 4.7633 0.000
H 4.8100 -5.3351 2.8318 0.017
H -4.5325 -4.3650 2.5508 0.000
H 1.2762 1.9913 8.4469 0.000
H -2.5012 0.0207 -6.7590 0.000
H -2.2807 -1.9045 -1.8244 0.000
H 4.7740 0.4800 -0.5704 0.000
H -2.3990 -5.6013 1.3745 0.000
H -6.9775 -4.3063 2.5028 0.000
H -4.3448 -0.6478 -2.9937 0.000
H 5.0483 4.1805 1.2554 0.000
H -8.3333 -2.2989 0.8513 0.000
H -6.5701 -7.0001 0.4409 0.000
H 1.4014 0.1071 0.8801 0.000
H -5.5721 1.9447 -6.5795 0.000
H 1.2655 -3.1488 -0.9737 0.000
H 0.7540 7.5682 -4.1336 0.000
H 5.0466 7.8267 2.2572 0.000
H -0.6603 -0.3426 -2.0572 0.000
H -0.2120 -5.4649 2.8343 0.000
H 5.1502 6.0064 2.1503 0.000
H 0.5094 5.5247 0.9127 0.000
H 4.0207 -2.8984 2.9450 0.000
H -4.2846 5.6307 -6.3492 0.000
H -0.2020 2.7146 -6.3432 0.000
H -3.2880 -6.7943 0.4862 0.000
H -6.0641 -5.1212 -0.9698 0.000
H -3.0161 4.9610 -7.2668 0.000
H 2.9072 4.5599 2.4592 0.000
H -1.6145 3.2497 4.3165 0.000
H -5.4227 3.9636 -5.0350 0.000
H 5.4861 1.1030 0.9414 0.000
H -4.5577 -1.5429 4.0094 0.000
H 3.7882 -5.9623 5.0895 0.000
H -5.3655 -0.6986 -6.9406 0.000
H 0.4276 -3.8119 2.5611 0.000
H -8.3763 -6.8900 0.4018 0.000
H 2.5410 -5.1767 2.3581 0.000
H -7.6410 -6.6934 1.8376 0.000
H 4.3213 7.1052 0.0339 0.000
H 5.7827 -6.7034 3.5385 0.031
H 5.6048 2.2111 4.8334 0.000
H 0.8329 -8.1672 3.2144 0.000
H -3.6057 1.6735 4.8131 0.000
H -2.6069 -5.5412 -0.4306 0.000
H -1.5647 -2.5344 3.4981 0.000
H -2.2653 1.6992 -6.4970 0.000
H 1.8466 -5.9533 5.8378 0.000
H 4.8264 3.4981 8.6513 0.000
H 2.5766 1.1443 -3.0586 0.000
H -4.2482 2.0651 -8.1892 0.000
H -0.6893 7.0145 -7.1119 0.000
H -7.3182 -5.4963 -3.0012 0.000
H -5.1944 -5.9342 2.1666 0.000
H -0.8249 1.9380 3.3308 0.000
H 2.8574 -0.2230 -0.9847 0.000
H -2.8445 1.4729 -8.9710 0.000
H 1.6993 9.2951 -5.1468 0.000
H -8.0435 -6.5681 -1.8228 0.000
H -6.3050 -0.6414 0.1367 0.000
H -2.6930 -1.5998 5.4364 0.000
H 2.5259 5.5975 -6.1387 0.000
H -5.1362 1.0409 2.3352 0.000
H 3.0462 -3.4320 0.8032 0.000
H -4.1897 -1.4677 -6.0009 0.000
H -4.3863 3.1738 -3.9978 0.000
H 0.4952 5.9507 -7.6327 0.000
H 1.3824 5.1735 -4.2583 0.000
H 2.1202 9.3550 -6.8089 0.000
H 1.2401 -8.2524 7.0274 0.000
H 4.6573 -7.3192 -0.0618 0.006
H -8.8674 -2.6189 -0.7590 0.000
H 2.4671 4.3459 -0.9958 0.000
H -4.0603 0.3012 -8.6382 0.000
```

Summary:
multiplicity: 2
energy: -7335.2692 a.u.
lowest unoccupied orbital energy (spin up / spin down): -8.902 / -14.123 eV
M: 1749.88 g/mol
net charge: +5
highest occupied orbital energy (spin up / spin down): -17.15 / -17.15 eV